# 1
Molecular formula: C9H24IO4P2SSm
Method: DFT, ωB97M-V/def2-TZVPD

Cartesian coordinates (Å):
C (-0.410, -0.200, -5.923)
I (-0.914, -0.074, -3.807)
H (0.673, -0.100, -6.023)
H (-0.913, 0.602, -6.468)
H (-0.735, -1.169, -6.310)
Sm (0.462, -0.133, 0.287)
P (-0.097, 2.410, -0.235)
C (-1.696, 3.134, -0.526)
C (0.599, 2.989, 1.330)
H (0.728, 4.072, 1.184)
H (1.170, 3.872, -1.495)
H (1.565, 2.498, 1.561)
H (2.052, 2.276, -1.359)
H (-2.372, 2.855, 0.306)
H (-0.091, 2.782, 2.166)
C (1.080, 2.775, -1.549)
H (-1.467, 4.215, -0.561)
H (0.670, 2.414, -2.512)
H (-2.086, 2.730, -1.479)
P (-0.066, -2.750, 0.146)
C (-1.649, -3.553, -0.032)
C (1.125, -3.313, -1.093)
H (1.593, -2.574, 1.952)
H (0.778, -4.197, 1.796)
H (-0.046, -2.775, 2.586)
C (0.635, -3.106, 1.784)
H (2.089, -2.775, -0.982)
H (1.229, -4.389, -0.881)
H (-1.407, -4.624, 0.089)
H (-2.048, -3.299, -1.033)
H (0.710, -3.109, -2.098)
H (-2.332, -3.167, 0.750)
C (-2.246, -0.222, -0.395)
O (-3.407, -0.239, -0.557)
C (0.941, 1.515, 4.237)
S (0.794, 0.056, 3.188)
O (1.808, 0.124, 2.048)
O (0.811, -1.095, 4.085)
O (-0.479, 0.113, 2.348)
H (1.250, 1.168, 5.221)
H (-0.001, 2.053, 4.364)
H (1.698, 2.210, 3.888)

Computed properties:
<S²> = 8.78
Net charge = +2
LUMO (alpha / beta) = -7.767 / -6.839 eV
Multiplicity = 6
Frontier orbital gap (alpha / beta) = 7.67 / 8.50 eV
Highest occupied orbital energy (alpha / beta) = -15.4 / -15.3 eV

# 2
Molecular formula: C36H31N7O2ReS
Method: DFT, ωB97M-V/def2-TZVPD

Cartesian coordinates (Å):
Re (-0.046, -0.526, -0.048)
C (-7.270, -0.445, -0.391)
C (-5.811, -0.298, -0.074)
C (-5.364, 0.509, 0.967)
C (-4.020, 0.644, 1.227)
C (-3.045, -0.037, 0.484)
N (-1.681, 0.208, 0.711)
C (-1.334, 1.367, 1.488)
C (-1.420, 1.390, 2.872)
C (-1.017, 2.513, 3.573)
C (-0.504, 3.631, 2.918)
C (-0.064, 4.839, 3.694)
C (-0.373, 3.582, 1.535)
C (-0.783, 2.463, 0.830)
N (-0.568, 2.406, -0.580)
C (-0.651, 3.400, -1.480)
C (-0.271, 2.902, -2.709)
C (0.028, 1.564, -2.473)
N (-0.141, 1.268, -1.184)
C (-3.497, -0.875, -0.552)
C (-4.858, -0.970, -0.825)
N (-2.615, -1.638, -1.384)
C (-2.972, -2.561, -2.304)
C (-1.837, -3.068, -2.891)
C (-0.791, -2.417, -2.255)
N (-1.261, -1.553, -1.346)
H (-7.873, 0.236, 0.206)
H (-7.610, -1.461, -0.187)
H (-7.466, -0.237, -1.444)
H (-6.079, 1.056, 1.568)
H (-3.704, 1.307, 2.018)
H (-1.815, 0.527, 3.394)
H (-1.094, 2.518, 4.653)
H (-0.897, 5.259, 4.259)
H (0.325, 5.616, 3.038)
H (0.715, 4.575, 4.409)
H (0.088, 4.409, 1.009)
H (-0.990, 4.379, -1.186)
H (-0.238, 3.431, -3.644)
H (0.341, 0.798, -3.165)
H (-5.205, -1.566, -1.655)
H (-4.001, -2.813, -2.474)
H (-1.781, -3.818, -3.659)
H (0.274, -2.529, -2.379)
C (6.457, 3.063, -2.757)
C (5.517, 2.230, -1.938)
C (5.697, 2.100, -0.562)
C (4.830, 1.345, 0.207)
C (3.758, 0.715, -0.419)
C (3.556, 0.821, -1.790)
C (4.440, 1.574, -2.538)
S (2.668, -0.183, 0.594)
O (3.363, -0.705, 1.719)
O (1.457, 0.677, 0.895)
N (1.853, -1.274, -0.302)
C (2.068, -2.655, -0.032)
C (3.164, -3.404, -0.339)
C (3.215, -4.759, 0.071)
C (2.194, -5.327, 0.779)
C (1.050, -4.561, 1.119)
C (-0.043, -5.043, 1.873)
C (-1.089, -4.208, 2.165)
C (-1.063, -2.886, 1.699)
N (-0.059, -2.404, 0.986)
C (1.001, -3.227, 0.698)
H (7.453, 3.085, -2.317)
H (6.099, 4.094, -2.810)
H (6.536, 2.688, -3.776)
H (6.539, 2.585, -0.085)
H (4.989, 1.230, 1.270)
H (2.743, 0.293, -2.269)
H (4.305, 1.644, -3.610)
H (3.994, -2.971, -0.882)
H (4.089, -5.345, -0.179)
H (2.250, -6.360, 1.096)
H (-0.041, -6.068, 2.223)
H (-1.936, -4.543, 2.745)
H (-1.880, -2.206, 1.905)

Computed properties:
<S²> = 0.93
Net charge = +2
Relative energy (zero: lowest compared OMol25 entry of this formula, charge and spin) = 0.00 kcal per mole
LUMO (alpha / beta) = -7.014 / -6.678 eV
Multiplicity = 2
Frontier orbital gap (alpha / beta) = 6.28 / 6.53 eV
Highest occupied orbital energy (alpha / beta) = -13.3 / -13.2 eV

# 3
Molecular formula: C3H3N3S2
Method: DFT, ωB97M-V/def2-TZVPD

Cartesian coordinates (Å):
C (-1.287, -0.414, 0.360)
C (2.127, 0.129, -0.046)
C (-2.393, 0.377, -0.165)
H (-1.861, -0.048, 2.249)
H (-0.710, -0.725, -1.533)
H (3.108, -0.206, 0.034)
N (-1.074, -0.440, 1.629)
N (-0.487, -0.960, -0.608)
N (-3.269, 0.835, -0.784)
S (1.180, -1.370, -0.234)
S (1.482, 1.644, 0.027)

Computed properties:
Net charge = 0
Relative energy (zero: lowest compared OMol25 entry of this formula, charge and spin) = 34.95 kcal per mole
LUMO = -0.759 eV
SMILES = [H]/N=C(\C#N)NSC=S
Frontier orbital gap = 8.50 eV
Highest occupied orbital energy = -9.3 eV

# 4
Molecular formula: C32H30Cl2F2N4O4STa
Method: DFT, ωB97M-V/def2-TZVPD

Cartesian coordinates (Å):
Ta (0.432, 0.367, 0.796)
F (-4.705, -0.457, 2.522)
C (-3.603, -0.972, 1.965)
C (-2.435, -0.233, 1.980)
C (-1.299, -0.773, 1.398)
C (-1.329, -2.068, 0.855)
C (-2.551, -2.738, 0.812)
F (-2.648, -3.940, 0.217)
C (-3.698, -2.216, 1.367)
C (-0.045, -2.623, 0.390)
C (0.177, -3.954, 0.048)
C (1.452, -4.379, -0.274)
C (2.503, -3.476, -0.243)
C (2.224, -2.173, 0.100)
N (0.990, -1.748, 0.398)
H (-2.456, 0.763, 2.405)
H (-4.632, -2.757, 1.341)
H (-0.644, -4.650, 0.055)
H (1.624, -5.415, -0.532)
H (3.518, -3.769, -0.467)
H (3.012, -1.439, 0.162)
Cl (2.849, 0.989, -1.039)
C (4.351, 1.377, -0.127)
Cl (4.301, 0.805, 1.531)
H (4.454, 2.455, -0.130)
H (5.165, 0.895, -0.655)
C (2.205, 2.785, 3.667)
C (2.265, 1.437, 4.318)
C (2.864, 1.282, 5.561)
C (2.912, 0.046, 6.182)
C (2.354, -1.058, 5.558)
C (1.752, -0.952, 4.312)
C (1.159, -2.166, 3.656)
C (1.713, 0.309, 3.692)
N (1.120, 0.431, 2.436)
H (2.704, 3.530, 4.286)
H (1.173, 3.108, 3.517)
H (2.685, 2.775, 2.686)
H (3.292, 2.150, 6.048)
H (3.377, -0.057, 7.153)
H (2.382, -2.025, 6.045)
H (1.155, -3.005, 4.350)
H (1.736, -2.464, 2.778)
H (0.134, -1.984, 3.331)
S (0.444, 2.902, 0.751)
C (0.086, 3.600, -0.813)
N (-1.013, 3.329, -1.478)
C (-1.334, 3.930, -2.772)
C (-0.053, 4.333, -3.481)
C (0.783, 5.198, -2.553)
N (0.943, 4.505, -1.275)
H (-1.523, 2.506, -1.157)
H (-1.979, 4.797, -2.614)
H (-1.896, 3.196, -3.347)
H (-0.285, 4.883, -4.391)
H (0.509, 3.440, -3.760)
H (0.310, 6.168, -2.391)
H (1.775, 5.370, -2.967)
H (1.730, 4.714, -0.683)
O (-1.784, 0.962, -0.610)
C (-1.216, 0.231, -1.455)
O (0.056, 0.042, -1.370)
C (-1.969, -0.498, -2.492)
C (-3.353, -0.372, -2.535)
C (-4.116, -1.084, -3.459)
C (-3.429, -1.913, -4.313)
O (-3.935, -2.704, -5.290)
C (-2.825, -3.402, -5.866)
O (-1.639, -2.927, -5.227)
C (-2.046, -2.044, -4.270)
C (-1.282, -1.353, -3.373)
H (-3.836, 0.279, -1.819)
H (-5.192, -1.000, -3.503)
H (-2.777, -3.183, -6.932)
H (-2.938, -4.471, -5.678)
H (-0.207, -1.451, -3.328)

Computed properties:
Net charge = +1
Relative energy (zero: lowest compared OMol25 entry of this formula, charge and spin) = 1.87 kcal per mole
LUMO = -3.120 eV
Frontier orbital gap = 7.17 eV
Highest occupied orbital energy = -10.3 eV

# 5
Molecular formula: H28O14
Method: DFT, ωB97M-V/def2-TZVPD

Cartesian coordinates (Å):
H (-0.549, -0.772, -0.352)
H (0.557, 0.051, 0.288)
H (2.611, 1.510, 0.429)
H (3.506, 2.718, 0.651)
H (2.314, -0.568, 3.006)
H (1.827, -0.540, 1.566)
H (1.493, 2.976, -2.329)
H (2.910, 2.426, -2.317)
H (4.141, -1.785, -1.524)
H (5.649, -1.605, -1.471)
H (0.429, 0.651, 2.769)
H (0.262, 1.716, 3.839)
H (-4.164, 0.350, -2.621)
H (-5.331, 1.229, -2.203)
H (-0.636, -1.431, -2.380)
H (0.452, -2.493, -2.372)
H (-0.628, 4.278, 0.157)
H (-0.526, 3.049, -0.732)
H (-3.073, 2.157, 1.746)
H (-1.693, 1.584, 1.466)
H (1.503, -1.050, -0.976)
H (1.278, -0.800, -2.458)
H (-1.862, -0.435, 1.353)
H (-1.723, -1.311, 2.587)
H (-0.098, -3.466, 1.136)
H (1.018, -3.905, 0.202)
H (-5.523, -1.800, -1.321)
H (-4.918, -1.206, -0.060)
O (0.239, -0.854, 0.197)
O (3.537, 1.766, 0.503)
O (1.584, -0.854, 2.445)
O (2.100, 2.429, -2.839)
O (4.942, -2.188, -1.171)
O (0.619, 0.833, 3.696)
O (-4.640, 0.662, -1.843)
O (-0.274, -2.145, -1.842)
O (-0.019, 3.808, -0.423)
O (-2.233, 1.955, 2.173)
O (0.872, -0.664, -1.595)
O (-1.206, -0.894, 1.889)
O (0.859, -3.572, 1.092)
O (-5.605, -1.811, -0.361)

Computed properties:
Net charge = 0
Relative energy (zero: lowest compared OMol25 entry of this formula, charge and spin) = 205.72 kcal per mole
LUMO = -0.750 eV
Frontier orbital gap = 8.01 eV
Highest occupied orbital energy = -8.8 eV

# 6
Molecular formula: C4H8N2O
Method: DFT, ωB97M-V/def2-TZVPD

Cartesian coordinates (Å):
C (-2.435, -0.061, 0.194)
N (-1.167, -0.268, -0.458)
C (0.023, -0.166, 0.191)
N (0.272, -0.143, 1.447)
C (1.194, -0.033, -0.775)
O (0.994, -0.137, -1.969)
C (2.541, 0.262, -0.183)
H (-3.166, 0.274, -0.546)
H (-2.346, 0.720, 0.960)
H (-2.821, -0.971, 0.671)
H (-1.101, -0.244, -1.465)
H (-0.577, -0.261, 2.002)
H (2.822, -0.514, 0.534)
H (3.277, 0.342, -0.984)
H (2.490, 1.198, 0.383)

Computed properties:
Net charge = 0
Relative energy (zero: lowest compared OMol25 entry of this formula, charge and spin) = 24.60 kcal per mole
LUMO = 0.637 eV
SMILES = [H]/N=C(\NC)C(C)=O
Frontier orbital gap = 9.91 eV
Highest occupied orbital energy = -9.3 eV

Max |F|: 0.118 0.016 0.084 0.012 0.206 0.010 (Eh/bohr)
Calculated total energy: -73315.267 -65313.704 -29298.243 -90686.246 -29112.731 -9305.327 (eV)